No. 1
The following is a quantum chemistry calculation of a gas-phase ion, C6H11N (charge -1) at a distorted geometry, from the Open Molecules 2025 dataset.

Last column: natural (NBO) charge in e.
Positions of all 18 atoms, in Å:
N  -2.17949  -1.68539  -0.16244  -0.575
C  1.34577  1.67199  -0.30280  -0.381
C  2.01009  0.61495  -1.20940  -0.610
C  -1.11709  -0.96212  0.21419  0.004
C  0.32385  1.05154  0.65420  -0.409
C  -0.79476  0.34358  -0.03356  -0.420
C  -2.69099  -2.51678  0.76354  -0.405
H  0.90207  2.42479  -0.96443  0.178
H  0.06322  1.80565  1.41698  0.167
H  1.28036  0.24590  -1.93020  0.214
H  2.32383  -0.22323  -0.59805  0.199
H  -0.47805  -1.41990  0.99706  0.099
H  2.17509  2.10707  0.27032  0.169
H  0.90150  0.37088  1.29937  0.181
H  -1.17388  0.89257  -0.88762  0.169
H  -2.23227  -2.61288  1.75070  0.105
H  2.80332  1.11798  -1.77107  0.181
H  -3.46258  -3.22664  0.49322  0.133

Properties
Largest force on an atom in hartree/bohr: 0.0228
Net charge: -1
Kohn-Sham gap (alpha / beta) in hartree: 0.149 / 0.252
⟨S²⟩: 0.76
Molar mass in u: 97.2
Spin multiplicity: 2
LUMO level (alpha / beta) in eV: 4.00 / 3.95



No. 2
The following is a quantum chemistry calculation of a single C6H11N molecule at a distorted geometry, from the Open Molecules 2025 dataset.

Last column: natural (NBO) charge in e.
Positions of all 18 atoms, in Å:
N  1.18368  -1.47986  -1.03394  -0.808
C  -1.05405  -1.89691  -0.20918  -0.652
C  -0.57182  0.78034  1.16992  -0.193
C  0.65744  1.47198  -0.91963  -0.638
C  0.04191  0.38305  -0.08749  -0.197
C  0.08500  -0.94362  -0.40375  0.279
C  -0.52888  2.00816  1.70970  -0.456
H  -1.75599  -1.44785  0.48894  0.231
H  1.32938  -2.47260  -1.05101  0.391
H  0.02288  2.83154  1.27577  0.182
H  -0.92799  2.17599  2.70138  0.194
H  -0.00324  2.33549  -0.97435  0.224
H  1.64391  1.81319  -0.58700  0.203
H  -1.54230  -1.98554  -1.16968  0.231
H  0.76305  1.12172  -1.94391  0.213
H  -1.43052  0.23991  1.56924  0.199
H  -0.73780  -2.86298  0.18726  0.205
H  1.99181  -0.88456  -1.04974  0.390

Properties
Largest force on an atom in hartree/bohr: 0.0508
Kohn-Sham gap in hartree: 0.291
Structure (SMILES): C=C/C(C)=C(\C)N
Molar mass in u: 97.2
Spin multiplicity: 1
LUMO level in eV: 0.95



Relative energy (zero: lowest compared OMol25 entry of this formula, charge and spin) for every record listed, in sequence, given in eV: 0.091, 1.683.